{
  "formula": "C2H8N4S",
  "method": "wB97M-V/def2-TZVPD",
  "species": ["C", "C", "H", "H", "H", "H", "H", "H", "H", "H", "N", "N", "N", "N", "S"],
  "xyz": [[-0.154, -0.353, 0.398], [1.199, -0.529, 0.847], [1.052, 2.306, 0.658], [0.431, 2.148, -1.257], [-1.884, 1.027, 0.547], [1.522, -1.346, 1.430], [1.439, 0.364, 1.400], [2.619, -1.885, -0.941], [-2.548, -1.930, -0.767], [-2.134, -0.093, -1.253], [-0.061, 2.184, -0.185], [-0.827, 0.881, 0.007], [-0.938, -1.385, 0.166], [-2.115, -0.977, -0.542], [2.400, -0.413, -0.507]],
  "forces_ev_per_a": [[-4.90, -1.08, -1.47], [1.34, 1.71, -0.30], [-4.13, -0.75, -3.18], [-1.58, -0.39, 4.00], [4.23, -0.44, -1.72], [-0.65, -1.12, 0.71], [0.43, 0.33, 0.54], [-0.80, 3.04, 1.14], [0.54, 2.53, -0.30], [0.71, -3.25, 2.12], [3.56, -1.29, 0.15], [0.74, 2.48, 1.43], [0.40, 2.58, -1.22], [-1.01, -1.73, -0.30], [1.12, -2.63, -1.60]],
  "total_energy_ev": -18993.1045,
  "charge": 0,
  "lumo_energy_ev": 0.430,
  "mol_weight_da": 120.18,
  "de_lowest_kj_mol": 485.5
}